No. 1
A molecular structure, C11H26AlO2S2. Source: the OMol25 dataset; level of theory: the ωB97M-V functional and the def2-TZVPD basis.

E ... -44192.3315 eV
HOMO-LUMO gap ... 7.2 eV

The geometry in ORCA input format:
```
! wB97M-V def2-TZVPD RIJCOSX def2/J DEFGRID3
* xyz -1 1
S -4.738 1.379 0.344
C -3.052 1.291 -0.328
C -2.411 -0.026 -0.003
C -2.267 -0.304 1.510
Al -0.422 0.285 2.163
S -0.643 1.876 3.818
H -5.232 2.291 -0.497
H -2.441 2.105 0.052
H -3.112 1.401 -1.406
H -1.414 -0.011 -0.435
H -2.950 -0.836 -0.495
H -2.294 -1.381 1.648
H -3.092 0.120 2.080
H 0.409 0.837 0.896
H 0.375 -0.990 2.771
H -1.967 1.876 3.978
C -1.588 0.393 -5.308
C -0.598 -0.598 -4.701
C -1.172 -0.789 -3.303
O -2.591 -0.633 -3.433
C -2.904 -0.089 -4.711
H -1.596 0.397 -6.397
H -1.365 1.404 -4.962
H -0.622 -1.540 -5.255
H 0.430 -0.238 -4.685
H -0.798 -0.030 -2.611
H -0.958 -1.771 -2.883
H -3.355 -0.875 -5.330
H -3.634 0.712 -4.586
C 4.099 -0.095 4.212
C 5.209 -0.942 3.595
C 4.539 -1.430 2.316
O 3.636 -0.408 1.918
C 3.466 0.535 2.980
H 4.457 0.645 4.927
H 3.373 -0.735 4.715
H 6.072 -0.315 3.353
H 5.548 -1.758 4.233
H 3.972 -2.352 2.493
H 5.251 -1.612 1.508
H 3.975 1.465 2.699
H 2.406 0.744 3.119
*
```

=====

No. 2
A molecular structure, C44H96F8N8O16S8Sr in a non-equilibrium geometry. Source: the OMol25 dataset; level of theory: the ωB97M-V functional and the def2-TZVPD basis.

E ... -201102.0284 eV
HOMO-LUMO gap ... 8.7 eV

The geometry in ORCA input format:
```
! wB97M-V def2-TZVPD RIJCOSX def2/J DEFGRID3
* xyz 2 1
Sr 0.277 -2.823 3.611
C 6.126 -1.747 7.028
C 5.234 -0.535 6.685
C 5.766 0.135 5.353
C 5.490 -0.676 4.047
N 5.606 0.123 2.696
C 5.152 -0.794 1.557
C 3.594 -0.532 1.493
C 3.509 0.993 1.765
C 4.594 1.291 2.761
C 7.063 0.707 2.375
C 8.242 -0.268 2.374
C 9.551 0.368 2.015
H 6.349 -2.333 6.136
H 5.771 -2.318 7.886
H 7.114 -1.371 7.294
H 5.304 0.230 7.459
H 4.184 -0.816 6.610
H 6.840 0.115 5.534
H 5.432 1.173 5.357
H 4.447 -0.981 4.135
H 6.170 -1.526 3.983
H 5.616 -0.562 0.599
H 5.385 -1.832 1.797
H 3.192 -0.754 0.504
H 3.051 -1.093 2.253
H 3.677 1.445 0.787
H 2.566 1.426 2.098
H 5.040 2.228 2.430
H 4.101 1.432 3.723
H 7.159 1.450 3.167
H 6.896 1.298 1.475
H 8.085 -1.062 1.643
H 8.304 -0.710 3.368
H 10.329 -0.395 2.033
H 9.758 1.155 2.740
H 9.553 0.882 1.054
C -1.863 -4.117 -2.404
C -3.229 -4.308 -2.910
C -4.378 -4.067 -1.919
C -4.751 -2.579 -1.591
N -5.779 -2.391 -0.506
C -6.204 -0.912 -0.290
C -6.597 -0.739 1.158
C -5.992 -1.906 1.858
C -5.184 -2.687 0.873
C -7.012 -3.358 -0.608
C -7.914 -3.026 -1.837
C -8.748 -4.209 -2.415
H -1.698 -3.163 -1.903
H -1.068 -4.184 -3.147
H -1.683 -4.851 -1.619
H -3.242 -5.328 -3.295
H -3.306 -3.804 -3.873
H -4.202 -4.562 -0.964
H -5.226 -4.560 -2.393
H -5.137 -2.115 -2.498
H -3.827 -2.108 -1.258
H -7.036 -0.701 -0.962
H -5.407 -0.329 -0.752
H -7.642 -0.544 1.399
H -6.124 0.181 1.501
H -6.835 -2.458 2.275
H -5.313 -1.619 2.661
H -5.258 -3.759 1.060
H -4.134 -2.402 0.819
H -7.548 -2.997 0.270
H -6.750 -4.416 -0.607
H -7.229 -2.794 -2.652
H -8.544 -2.149 -1.694
H -9.649 -4.507 -1.880
H -8.188 -5.144 -2.400
H -9.164 -4.176 -3.422
C 3.208 1.310 -4.022
C 2.388 1.224 -2.651
C 1.761 2.601 -2.186
C 2.777 3.587 -1.587
N 2.145 4.896 -1.080
C 1.035 4.538 -0.053
C 1.002 5.629 1.040
C 2.291 6.468 0.952
C 3.049 5.681 -0.144
C 1.748 5.913 -2.164
C 2.892 6.167 -3.160
C 2.862 7.450 -3.931
H 3.878 0.451 -4.076
H 3.903 2.149 -4.001
H 2.604 1.308 -4.930
H 3.066 0.920 -1.854
H 1.613 0.458 -2.681
H 0.935 2.363 -1.517
H 1.233 3.032 -3.037
H 3.489 3.973 -2.317
H 3.182 3.199 -0.652
H 0.157 4.315 -0.659
H 1.174 3.619 0.516
H 0.070 6.163 0.855
H 0.927 5.208 2.042
H 2.101 7.484 0.607
H 2.778 6.501 1.927
H 3.744 6.387 -0.600
H 3.635 4.946 0.407
H 1.619 6.841 -1.608
H 0.787 5.681 -2.624
H 2.929 5.354 -3.884
H 3.853 6.140 -2.645
H 3.602 7.395 -4.730
H 3.052 8.371 -3.380
H 1.875 7.526 -4.386
C -3.530 2.804 -0.270
C -2.569 1.991 -1.146
C -3.051 1.651 -2.541
C -1.907 1.168 -3.404
N -2.336 0.500 -4.767
C -2.890 -0.972 -4.603
C -2.630 -1.660 -5.991
C -1.592 -0.784 -6.627
C -1.078 0.186 -5.600
C -3.364 1.392 -5.578
C -2.850 2.716 -6.066
C -3.987 3.525 -6.685
H -2.932 3.336 0.471
H -4.210 2.141 0.265
H -4.134 3.562 -0.769
H -2.305 1.048 -0.666
H -1.667 2.603 -1.118
H -3.550 2.468 -3.062
H -3.879 0.943 -2.512
H -1.328 0.438 -2.839
H -1.196 1.952 -3.665
H -3.956 -0.930 -4.380
H -2.396 -1.451 -3.758
H -3.554 -1.694 -6.569
H -2.242 -2.656 -5.781
H -1.898 -0.329 -7.569
H -0.799 -1.424 -7.015
H -0.703 1.149 -5.946
H -0.462 -0.323 -4.859
H -4.119 1.473 -4.796
H -3.694 0.874 -6.479
H -1.988 2.576 -6.718
H -2.552 3.296 -5.192
H -4.647 2.859 -7.241
H -3.579 4.240 -7.399
H -4.477 3.978 -5.823
N 0.450 -1.482 5.587
S 0.146 -1.677 7.059
O -1.138 -1.235 7.533
O 1.254 -1.585 8.019
F -0.051 -3.273 6.853
S 0.738 0.188 5.832
O 2.003 0.513 6.446
O -0.377 1.074 6.064
F 1.041 0.565 4.275
N 2.379 -3.888 3.053
S 3.639 -4.531 3.979
O 4.976 -3.895 3.934
O 3.711 -5.971 4.195
F 2.977 -3.937 5.295
S 2.945 -4.575 1.811
O 2.908 -6.021 1.655
O 3.956 -3.840 1.068
F 1.618 -4.287 1.027
N -1.749 -4.080 3.575
S -2.352 -5.276 2.527
O -2.511 -4.814 1.147
O -3.210 -6.350 3.060
F -0.898 -5.999 2.501
S -3.015 -3.987 4.472
O -3.012 -4.999 5.521
O -4.291 -3.620 3.864
F -2.647 -2.651 5.329
N -0.365 -1.324 1.873
S -1.580 -0.142 2.093
O -2.811 -0.266 1.304
O -1.041 1.210 2.338
F -2.088 -0.694 3.556
S -0.142 -0.885 0.460
O 0.481 0.420 0.119
O -1.094 -1.352 -0.560
F 1.175 -1.769 0.148
*
```

=====

No. 3
A molecular structure, C6H8 in a non-equilibrium geometry. Source: the OMol25 dataset; level of theory: the ωB97M-V functional and the def2-TZVPD basis.

E ... -6344.9484 eV
HOMO-LUMO gap ... 9.5 eV

The geometry in ORCA input format:
```
! wB97M-V def2-TZVPD RIJCOSX def2/J DEFGRID3
* xyz 0 1
C -0.125 -0.451 -2.699
C -0.706 0.166 -1.836
C -1.133 0.344 -0.465
C -0.070 -0.348 0.385
C 0.188 0.499 1.770
C 1.276 -0.185 1.055
H 0.194 -0.763 -3.661
H -1.452 1.346 -0.182
H -2.021 -0.303 -0.322
H 0.142 -1.324 -0.529
H -0.131 0.351 2.804
H 0.217 1.583 1.539
H 2.169 0.259 0.637
H 1.452 -1.173 1.504
*
```

=====

No. 4
10 unconnected molecules or ions with the total composition C18H20Cl29IN2O2 in a non-equilibrium geometry. Source: the OMol25 dataset; level of theory: the ωB97M-V functional and the def2-TZVPD basis.

Structure (SMILES) ... C/C(Cl)=C(\Cl)[C@]1(CC(=O)I)CC(=O)N[C@H]1N.ClC(Cl)Cl.ClC(Cl)Cl.ClC(Cl)Cl.ClC(Cl)Cl.ClC(Cl)Cl.ClC(Cl)Cl.ClC(Cl)Cl.ClC(Cl)Cl.ClC(Cl)Cl
E ... -397314.6401 eV
HOMO-LUMO gap ... 9.5 eV

The geometry in ORCA input format:
```
! wB97M-V def2-TZVPD RIJCOSX def2/J DEFGRID3
* xyz 0 1
C 1.545 2.826 2.979
C 0.408 2.190 2.158
Cl -0.805 3.260 1.457
C 0.334 0.872 1.986
Cl 1.669 -0.064 2.734
C -0.750 0.101 1.202
C -0.432 -0.212 -0.309
C -0.989 0.844 -1.300
O -2.049 0.681 -1.742
I 0.166 2.593 -1.929
C -2.260 0.452 1.411
C -2.947 -0.887 1.020
O -3.877 -1.085 0.341
N -2.161 -1.874 1.759
C -0.757 -1.326 1.954
N 0.072 -2.383 1.335
H 1.406 2.611 4.058
H 1.547 3.925 2.855
H 2.532 2.447 2.654
H 0.654 -0.297 -0.495
H -0.875 -1.179 -0.622
H -2.381 0.816 2.454
H -2.567 1.349 0.835
H -2.564 -1.709 2.689
H -0.722 -1.280 3.063
H -0.507 -3.223 1.436
H 0.890 -2.549 1.922
Cl 1.495 6.703 2.290
C 2.568 6.405 0.918
Cl 4.188 5.984 1.485
Cl 1.909 5.128 -0.119
H 2.634 7.317 0.336
Cl -5.881 -4.433 2.528
C -4.829 -4.675 1.128
Cl -3.191 -5.083 1.644
Cl -5.480 -5.932 0.070
H -4.786 -3.744 0.570
Cl -8.469 -6.920 -3.470
C -6.866 -7.553 -3.087
Cl -6.815 -8.162 -1.430
Cl -6.408 -8.820 -4.230
H -6.150 -6.743 -3.173
Cl 6.641 7.857 -1.796
C 5.913 6.377 -2.431
Cl 6.855 4.963 -1.950
Cl 4.238 6.223 -1.886
H 5.911 6.435 -3.516
Cl -6.654 0.045 -2.339
C -5.799 1.291 -1.426
Cl -5.309 2.616 -2.489
Cl -6.805 1.893 -0.102
H -4.905 0.846 -0.999
Cl -0.923 -8.323 0.404
C 0.158 -7.466 1.505
Cl 0.027 -5.719 1.270
Cl -0.192 -7.896 3.181
H 1.176 -7.763 1.282
Cl 1.051 -3.082 -3.856
C 2.135 -2.219 -2.761
Cl 2.006 -0.471 -3.009
Cl 1.785 -2.639 -1.085
H 3.153 -2.518 -2.983
Cl 5.045 6.585 -5.604
C 6.088 6.276 -6.999
Cl 6.900 7.758 -7.507
Cl 7.267 5.017 -6.624
H 5.467 5.930 -7.816
Cl 4.421 1.990 5.337
C 4.132 0.289 5.713
Cl 2.526 0.071 6.416
Cl 4.322 -0.708 4.267
H 4.869 -0.028 6.442
*
```

=====

No. 5
6 unconnected molecules or ions with the total composition C6H14Cl8N2O4 in a non-equilibrium geometry. Source: the OMol25 dataset; level of theory: the ωB97M-V functional and the def2-TZVPD basis.

Structure (SMILES) ... C[N+](=O)[O-].C[N+](=O)[O-].ClCCl.ClCCl.ClCCl.ClCCl
E ... -117792.8834 eV
HOMO-LUMO gap ... 10.8 eV

The geometry in ORCA input format:
```
! wB97M-V def2-TZVPD RIJCOSX def2/J DEFGRID3
* xyz 0 1
C 1.276 0.525 4.659
N 1.648 1.120 5.968
O 2.328 2.128 5.941
O 1.275 0.569 6.980
H 1.569 1.243 3.898
H 0.228 0.262 4.661
H 1.955 -0.315 4.516
C 4.670 1.281 0.005
N 3.499 1.238 0.913
O 3.678 1.472 2.075
O 2.428 0.986 0.434
H 4.574 0.439 -0.668
H 5.557 1.256 0.628
H 4.635 2.238 -0.510
Cl -3.449 -2.859 -4.603
C -3.496 -1.385 -3.638
Cl -4.849 -1.409 -2.483
H -2.598 -1.270 -3.042
H -3.611 -0.509 -4.267
Cl -4.785 3.782 -2.627
C -3.379 3.543 -1.576
Cl -1.868 3.717 -2.441
H -3.460 4.287 -0.794
H -3.426 2.539 -1.171
Cl -1.429 -4.006 -1.641
C -0.060 -4.288 -2.720
Cl -0.385 -5.574 -3.873
H 0.144 -3.367 -3.256
H 0.785 -4.542 -2.089
Cl -1.797 0.281 -0.756
C -0.600 -0.742 0.085
Cl -0.286 -0.160 1.721
H -1.091 -1.704 0.155
H 0.320 -0.779 -0.483
*
```

=====

Which value of E does entry 5 give? -117792.8834 eV

=====

What is the HOMO-LUMO gap in the first record? 7.2 eV

=====

Look up the E of the fourth one. -397314.6401 eV